[1]
C5H13O3Sr | the ωB97M-V functional and the def2-TZVPD basis

As for the orbital gap: 5.68 eV. The value obtained for the HOMO energy is -10.154 eV. The energy above the lowest of the compared OMol25 structures with the same formula, charge and spin comes out at 64.5 kJ/mol. The charge is +1.

Each line ends with the Mulliken charge.
Geometry (Å):
C -0.7453 -0.7037 -0.4127  -1.624
O -0.6043 0.6790 -0.6942  -0.263
C -0.8681 1.5196 0.3887  -0.297
C 0.2944 2.4553 0.6127  -0.374
O 0.7985 2.9044 -0.6207  -0.252
C 1.7046 3.9697 -0.4953  -0.734
H -0.6521 -1.2020 -1.3937  0.482
H -1.7441 -0.9182 0.0184  0.589
H -1.0297 0.9269 1.3125  0.303
H -1.7884 2.1090 0.2110  0.274
H 1.0862 1.9333 1.1818  0.152
H -0.0487 3.3121 1.2219  0.331
H 2.5648 3.6908 0.1381  0.298
H 2.0683 4.2203 -1.4992  0.232
H 1.2186 4.8583 -0.0557  0.304
Sr 0.9110 -2.0101 0.9532  1.597
O 0.2945 -3.9462 -0.2169  -0.570
H 0.8313 -4.1878 -0.9804  0.285
C -0.8615 -4.7596 0.0162  -0.546
H -0.6855 -5.7491 -0.4152  0.296
H -1.0020 -4.8717 1.0962  0.227
H -1.7425 -4.2302 -0.3667  0.292

[2]
C2H4AgF3NO5S2 | the ωB97M-V functional and the def2-TZVPD basis

As for the orbital gap: 7.97 eV. The value obtained for the HOMO energy is -4.825 eV. The energy above the lowest of the compared OMol25 structures with the same formula, charge and spin comes out at 28.4 kJ/mol. The charge is -1.

Each line ends with the Mulliken charge.
Geometry (Å):
N 0.5419 1.7480 -0.1417  -0.431
S -1.1072 1.7343 -0.3816  0.505
O -1.2689 0.2503 -1.0722  -0.335
O -1.8225 1.5836 0.9410  -0.645
S 1.3431 0.6432 0.6515  1.040
O 0.6052 -0.0818 1.7115  -0.686
O 2.6712 1.1525 1.0068  -0.642
C 1.7377 -0.7692 -0.5576  0.689
F 0.7919 -1.6990 -0.5247  -0.217
F 1.8568 -0.3208 -1.7991  -0.257
F 2.8844 -1.3376 -0.1988  -0.233
Ag -1.5881 -0.8409 1.2453  0.679
O -2.8230 -2.1967 0.0111  -0.904
H -3.7545 -2.4163 0.0544  0.147
C -2.7860 -0.3710 -1.5978  -0.524
H -3.1443 0.6080 -1.9505  0.289
H -2.4041 -1.0198 -2.3925  0.266
H -3.7679 -0.5571 -1.1398  0.258

[3]
C17H24N2O6S | the ωB97M-V functional and the def2-TZVPD basis

As for the orbital gap: 8.29 eV. The value obtained for the HOMO energy is -8.498 eV. The energy above the lowest of the compared OMol25 structures with the same formula, charge and spin comes out at 1619.6 kJ/mol.

Each line ends with the Mulliken charge.
Geometry (Å):
C -1.3607 0.2969 3.9440  -1.041
H -1.8141 -0.6175 4.1235  0.408
H -1.7603 0.6465 2.8794  0.101
H -1.5352 1.1374 4.6617  0.236
C 0.0307 0.3753 3.6165  -0.777
N 0.7032 1.4578 3.3723  0.412
S 1.1790 1.4246 1.8881  1.151
O 2.1316 2.7861 1.4867  -0.762
O 1.9760 0.3245 1.3251  -0.749
C -0.2868 1.6316 0.8180  -0.118
C -0.5133 0.5208 0.1659  -0.257
C -1.7919 0.7734 -0.5235  0.295
C -2.8270 2.0029 -0.5268  0.088
C -2.0990 2.8582 0.2999  -0.649
C -0.9422 2.9254 0.8931  -0.737
H -0.5970 3.5625 1.6546  0.524
H -2.9284 3.8206 0.3637  0.033
O -3.9109 1.9969 -0.9901  -0.531
H -3.9697 1.1826 -1.7043  0.455
C -2.4138 -0.5339 -1.3033  0.816
O -3.4672 -0.2966 -1.9949  -0.818
O -1.5364 -1.5846 -1.2306  -0.281
C -1.8435 -2.6555 -2.2265  -1.575
H -2.9982 -2.7293 -2.3049  0.323
H -1.4137 -3.3367 -1.8567  1.013
C -1.2257 -2.5575 -3.6967  0.687
O -2.0098 -2.7531 -4.6359  -0.617
N 0.2122 -2.2088 -3.6734  0.237
C 0.8794 -1.9334 -2.3583  -0.499
C 2.2676 -2.1314 -3.0481  -0.594
H 3.1857 -1.5066 -2.5353  0.292
C 2.1763 -1.4465 -4.5294  -0.546
C 0.8161 -2.1561 -4.8952  -0.720
H 0.1430 -1.4128 -5.5752  0.294
H 0.7932 -3.0866 -5.2680  0.412
H 3.1195 -2.0473 -5.1849  0.261
H 2.2038 -0.3566 -4.6245  0.343
H 2.5604 -3.3484 -2.9182  0.242
H 0.7595 -2.5843 -1.6327  0.622
H 0.9080 -0.9233 -2.0001  0.050
H -0.2530 -0.4792 0.0803  1.080
C 1.5743 2.0639 4.5023  -0.609
C 2.8638 1.6415 4.7053  -1.044
H 3.2906 2.2879 5.3717  0.442
H 3.5762 1.6066 3.7433  0.220
H 2.6883 0.5741 4.9073  0.284
H 0.7859 2.2836 5.1174  0.585
H 1.5093 3.1531 3.7323  0.298
H 0.7497 -0.1235 4.5369  0.290
H 0.4147 -0.5253 3.0482  0.427

[4]
C21H42O21V | the ωB97M-V functional and the def2-TZVPD basis

As for the spin multiplicity: 5. As for the orbital gap (spin up / spin down): 3.78 / 10.89 eV. The value obtained for the HOMO energy (spin up / spin down) is -5.185 / -12.305 eV. The charge is +1.

Each line ends with the Löwdin spin population.
Geometry (Å):
V -0.3278 -0.3573 0.0748  3.353
C 2.1120 0.4782 -3.4409  0.002
O 2.9209 -0.3979 -2.7202  0.015
C 2.5522 -1.0271 -1.5789  0.053
O 1.5019 -0.8012 -0.9651  0.033
O 3.4402 -1.9898 -1.2232  0.015
C 4.5640 -2.4132 -2.0254  0.002
H 1.1500 0.0557 -3.7311  0.000
H 2.6421 0.6884 -4.3698  0.000
H 1.8571 1.3446 -2.8304  0.000
H 5.3558 -1.7223 -2.3150  0.000
H 4.2510 -2.9872 -2.8975  0.001
H 5.0683 -3.1379 -1.3861  0.000
C 3.2298 -4.3780 1.5018  0.001
O 2.3815 -3.2728 1.3643  0.005
C 1.0760 -3.3415 1.1708  0.017
O 0.3808 -2.4336 0.7857  0.044
O 0.6676 -4.6147 1.4617  0.005
C -0.6096 -5.1048 1.0340  0.000
H 3.2652 -4.8894 0.5399  0.000
H 2.9339 -5.1369 2.2261  0.000
H 4.2326 -3.9894 1.6789  0.000
H -1.0468 -4.4337 0.2946  0.000
H -1.2580 -5.1818 1.9068  0.000
H -0.5176 -6.1028 0.6055  0.000
C -0.9944 2.5673 -3.8035  0.001
O -1.5760 1.2808 -4.0881  0.005
C -1.5985 0.2607 -3.1300  0.017
O -0.9660 0.2719 -2.0773  0.033
O -2.5455 -0.6423 -3.3345  0.005
C -3.3414 -0.5384 -4.4899  0.000
H -1.5208 3.0630 -2.9878  0.000
H -1.1871 3.1401 -4.7106  0.000
H 0.0653 2.4932 -3.5594  0.000
H -2.7069 -0.5507 -5.3761  0.000
H -3.9571 0.3566 -4.4008  0.000
H -3.9175 -1.4637 -4.4783  0.000
C 3.8558 2.2008 -0.4182  0.001
O 2.9204 3.1826 -0.1198  0.008
C 1.5779 2.8744 -0.0407  0.025
O 1.0655 1.7552 -0.3468  0.029
O 0.8192 3.9066 0.4549  0.006
C 1.2955 5.1846 0.6823  0.000
H 4.8790 2.5632 -0.3190  0.000
H 3.8362 1.7400 -1.4058  0.000
H 3.6956 1.4364 0.3422  0.000
H 1.8382 5.2483 1.6255  0.000
H 0.4980 5.9176 0.5608  0.000
H 2.0604 5.4048 -0.0623  0.000
C -4.7082 -0.0964 0.0605  0.001
O -4.4956 -1.4601 -0.2761  0.010
C -3.2796 -2.0478 -0.1802  0.037
O -2.2498 -1.4342 0.0898  0.053
O -3.3709 -3.3423 -0.4292  0.010
C -4.6261 -4.1023 -0.4992  0.001
H -4.6633 0.5591 -0.8092  0.000
H -3.9629 0.3380 0.7268  0.000
H -5.6851 0.0929 0.5054  0.000
H -5.3139 -3.6821 -1.2329  0.000
H -5.1400 -4.1974 0.4573  0.000
H -4.4017 -5.1353 -0.7653  0.000
C -3.2256 3.7382 -0.2624  0.001
O -2.6297 3.4026 1.0212  0.013
C -1.9605 2.2301 1.2651  0.043
O -1.7001 1.3262 0.4780  0.032
O -1.5728 2.1607 2.5472  0.012
C -1.6101 3.2243 3.4636  0.001
H -3.7134 4.7038 -0.1293  0.000
H -3.9170 2.9504 -0.5615  0.000
H -2.4730 3.9824 -1.0121  0.000
H -1.4326 2.8307 4.4645  0.000
H -2.5691 3.7384 3.3997  0.000
H -0.8520 3.9189 3.1017  0.000
C 4.0134 0.2875 3.4950  0.002
O 2.9168 0.5491 2.5436  0.011
C 1.6538 0.2271 2.7853  0.036
O 0.7508 0.0570 1.9411  0.038
O 1.4767 0.0374 4.1464  0.010
C 0.2314 -0.4050 4.5849  0.001
H 4.9623 0.5177 3.0105  0.000
H 4.1658 -0.7651 3.7338  0.000
H 3.8619 0.8188 4.4345  0.000
H -0.5956 0.1983 4.2106  0.001
H 0.2518 -0.2998 5.6696  0.000
H -0.0551 -1.4284 4.3426  0.000

[5]
C19H32FGaN7O2PSSi | the ωB97M-V functional and the def2-TZVPD basis

As for the orbital gap: 7.93 eV. The value obtained for the HOMO energy is -13.854 eV. The energy above the lowest of the compared OMol25 structures with the same formula, charge and spin comes out at 71.7 kJ/mol. The charge is +2.

Each line ends with the Mulliken charge.
Geometry (Å):
Ga -0.4376 0.3236 -0.9184  0.364
C -3.8745 -2.4098 -1.4187  -1.912
C -2.5364 -1.7673 -1.3104  0.577
N -2.3250 -0.5713 -0.9134  0.976
N -3.3864 0.2425 -0.6011  -1.615
C -3.1547 1.4713 -0.9786  0.729
N -4.0857 2.4016 -0.7414  -0.442
S -1.6929 2.0095 -1.7954  -0.572
C -1.3038 -2.4684 -1.7352  1.004
C -1.3268 -3.7727 -2.1936  -0.949
C -0.1423 -4.3580 -2.6159  -0.766
C 1.0210 -3.6111 -2.5683  -0.965
C 0.9554 -2.3095 -2.1013  -0.022
N -0.1754 -1.7383 -1.6895  0.287
H -4.6373 -1.7593 -1.0049  0.406
H -3.8822 -3.3621 -0.8866  0.429
H -4.1107 -2.6139 -2.4649  0.394
H -4.9732 2.1181 -0.3604  0.243
H -3.9813 3.3359 -1.0963  0.215
H -2.2555 -4.3220 -2.2213  0.516
H -0.1335 -5.3761 -2.9786  0.453
H 1.9670 -4.0219 -2.8874  0.516
H 1.8389 -1.6912 -2.0566  0.332
C -0.4971 -2.4270 1.3878  -0.919
Si -0.6936 -0.7865 2.2506  0.578
C 0.4712 -0.8668 3.7023  -1.415
C -2.4672 -0.4135 2.5930  -0.997
N -0.0233 0.5392 1.0959  1.000
C -0.1198 1.9151 1.6596  1.318
C -0.5226 2.1188 2.9803  -0.692
C -0.6132 3.3836 3.5360  -1.343
C -0.2861 4.4998 2.7856  -0.514
C 0.1423 4.3347 1.4825  -0.754
C 0.2228 3.0636 0.9518  0.139
F 0.7080 2.9653 -0.3041  -0.313
H -0.2087 -3.1630 2.1391  0.585
H 0.2953 -2.4242 0.6393  0.168
H -1.4193 -2.7732 0.9238  0.250
H -0.0465 -1.2990 4.5611  0.458
H 0.9025 0.0781 4.0232  0.437
H 1.2902 -1.5446 3.4547  0.346
H -2.8819 -1.1819 3.2483  0.474
H -3.0305 -0.4426 1.6586  0.221
H -2.6378 0.5507 3.0640  0.392
H -0.7958 1.2850 3.6025  0.374
H -0.9412 3.4890 4.5594  0.476
H -0.3518 5.4896 3.2135  0.427
H 0.4301 5.1721 0.8641  0.524
N 2.9752 -0.0250 1.1282  -0.587
C 3.5937 -0.3474 -0.1622  -0.610
P 2.8667 0.8477 -1.2980  1.013
O 3.2425 2.2316 -0.8998  -0.974
O 1.3956 0.4466 -1.5051  -0.065
C 3.6664 0.7052 -2.9569  -1.031
N 3.6421 2.1203 -3.4550  -0.215
H 3.3130 0.8776 1.4515  0.221
H 3.2423 -0.7124 1.8255  0.262
H 0.9932 0.3165 1.0842  -0.204
H 3.3245 -1.3657 -0.4470  0.374
H 4.6845 -0.2585 -0.1830  0.541
H 3.1755 0.0416 -3.6644  0.343
H 4.7155 0.4323 -2.8510  0.461
H 4.4192 2.3340 -4.0827  0.382
H 3.6905 2.7001 -2.5850  0.340
H 2.7662 2.3438 -3.9339  0.332

[6]
C18H30N3O4P2 | the ωB97M-V functional and the def2-TZVPD basis

As for the orbital gap: 3.47 eV. The value obtained for the HOMO energy is -9.060 eV. The charge is +1.

Each line ends with the Mulliken charge.
Geometry (Å):
C -3.2897 2.8769 5.2643  -1.283
C -2.4613 2.8259 3.9511  0.079
O -1.3925 3.7874 4.0920  -0.392
P -0.7404 4.2195 2.6626  0.922
O 0.3088 5.2044 2.9549  -0.850
C 0.0689 2.7135 1.9808  -0.966
C -0.5109 2.2881 0.5936  -0.251
N -1.5956 1.2182 0.8886  -0.289
P -2.6266 1.2846 -0.4070  0.246
O -3.1426 2.6488 -0.7204  -0.635
O -1.9745 4.7303 1.7757  -0.211
C -1.6694 5.7338 0.7993  -0.238
C -2.7495 6.8580 0.9321  -1.166
H -3.5093 3.9352 5.4764  0.334
H -2.7662 2.3844 6.0928  0.301
H -4.2564 2.3922 5.0419  0.380
H -3.1667 3.0549 3.1376  0.242
H -2.0653 1.8067 3.7958  0.126
H 1.1553 2.8823 1.8960  0.444
H -0.0752 1.8503 2.6496  0.384
H 0.3061 1.7874 0.0168  0.377
H -0.9315 3.1421 0.0426  0.515
H -3.7495 0.4849 -0.0606  0.030
H -2.0560 0.6630 -1.5725  -0.048
H -0.6864 6.2104 0.9114  0.413
H -1.7342 5.3681 -0.2394  0.262
H -3.5535 6.4517 1.5701  0.265
H -3.2045 7.0832 -0.0412  0.329
H -2.3661 7.7449 1.4548  0.327
C 0.2033 -0.3286 1.2786  -0.482
N 0.7804 -1.3365 0.3367  0.129
C 1.3231 -2.4718 0.8045  -0.211
C 1.8200 -3.4264 -0.0562  -0.728
C 1.7548 -3.2198 -1.4324  0.824
C 1.2075 -2.0270 -1.8805  -0.871
C 0.7276 -1.0988 -0.9737  -0.086
C 2.2244 -4.2393 -2.3960  0.571
C 1.3576 -4.7652 -3.3508  -0.735
C 1.8142 -5.6782 -4.2748  -0.066
N 3.0980 -6.0707 -4.2716  -0.005
C 3.9555 -5.6009 -3.3488  -0.323
C 3.5433 -4.6912 -2.4037  -0.599
C 3.5924 -7.0162 -5.2987  -0.878
H 0.9941 -0.0465 1.9799  0.474
H -0.6244 -0.8066 1.7911  0.386
H -0.2041 0.6514 0.6680  -0.900
H 1.3393 -2.6014 1.8775  0.502
H 2.2351 -4.3379 0.3555  0.499
H 1.1484 -1.8014 -2.9378  0.496
H 0.2895 -0.1618 -1.2919  0.428
H 0.3169 -4.4690 -3.3810  0.516
H 1.1641 -6.0981 -5.0295  0.394
H 4.9746 -5.9602 -3.3957  0.481
H 4.2653 -4.3194 -1.6882  0.509
H 4.0195 -7.8789 -4.7929  0.375
H 4.3447 -6.5020 -5.8930  0.374
H 2.7696 -7.3286 -5.9340  0.277